A molecular structure, C22H67Hg2O16S at a distorted geometry. Source: OMol25; level of theory: ωB97M-V with the def2-TZVPD basis set.

Results
LUMO level	-0.3261	Eh
orbital gap	2.80	eV
charge	+1
relative energy (zero: lowest compared OMol25 entry of this formula, charge and spin)	311.2	kcal/mol
max |F|	5.67	eV/A
spin multiplicity	1
highest occupied orbital energy	-11.68	eV

Cartesian coordinates (Å):
Hg -1.7498 -4.0801 0.6108
Hg -4.2422 0.4857 0.8789
S -0.3232 -0.1992 -0.1135
O -0.9627 0.8667 0.6233
O 0.6694 0.2682 -1.0620
O 0.1668 -1.2702 0.7794
O -1.5138 -0.7924 -0.6324
O -3.7617 -2.2395 2.5042
H -3.1304 -1.6369 2.9432
C -0.0954 -3.5227 6.2367
C 0.2217 -4.5083 5.1316
O -0.8860 -4.8824 4.3805
H -0.8457 -3.8462 6.9581
H -0.3200 -2.5121 5.8955
H 0.8261 -3.4951 6.8182
H 0.7740 -5.3637 5.5208
H 0.9200 -4.0997 4.4011
H -1.3347 -5.5908 4.8478
C 1.1262 -0.4813 -7.9357
C 1.0721 0.1818 -6.5252
O 0.9881 -0.7894 -5.4527
H 0.1505 -0.9027 -8.1775
H 1.8351 -1.2997 -8.0617
H 1.4202 0.3369 -8.5931
H 0.2688 0.9055 -6.3868
H 2.0363 0.6274 -6.2805
H 1.0192 -0.3031 -4.6256
C -3.5887 2.3664 7.1277
C -3.8287 1.3282 6.0868
O -3.6141 1.8144 4.7439
H -2.5770 2.7654 7.0541
H -3.6282 1.9809 8.1465
H -4.3575 3.1304 7.0124
H -4.8059 0.8526 6.1699
H -3.0946 0.5339 6.2228
H -2.7595 2.2516 4.7358
C -2.7849 -4.3627 -5.8198
C -2.6886 -5.0612 -4.3662
O -1.7205 -4.4176 -3.5283
H -3.3321 -4.9569 -6.5517
H -1.7719 -4.0896 -6.1154
H -3.2739 -3.3912 -5.7478
H -2.3651 -6.0989 -4.4477
H -3.6333 -5.0321 -3.8232
H -1.2137 -3.7992 -4.0596
C 2.1891 2.1944 4.7294
C 1.9569 3.3969 3.7035
O 0.5023 3.3895 3.6335
H 1.9387 1.2785 4.1942
H 1.5236 2.2533 5.5906
H 3.2039 2.0000 5.0765
H 2.3315 3.4635 2.6820
H 2.3549 4.3033 4.1595
H 0.2914 2.8156 2.8934
C -4.0164 2.3417 -4.1432
C -5.2690 1.4344 -4.1316
O -5.5167 0.9088 -2.7707
H -4.0892 3.2279 -3.5129
H -3.9011 2.8005 -5.1252
H -3.0669 1.8367 -3.9657
H -5.0193 0.5807 -4.7616
H -6.2354 1.7353 -4.5360
H -6.3225 0.3873 -2.7901
C 1.4793 6.7250 -2.4211
C 1.4202 5.4065 -1.7030
O 0.5325 4.5081 -2.2986
H 1.3626 6.4267 -3.4629
H 2.4717 7.1748 -2.3901
H 0.7543 7.5033 -2.1831
H 1.1093 5.5660 -0.6706
H 2.4534 5.0595 -1.7183
H 0.8301 3.6186 -2.0943
C -5.3116 6.2287 1.8340
C -4.1045 5.9964 0.9585
O -4.0382 4.6484 0.4862
H -6.2822 6.1201 1.3499
H -5.3254 7.1974 2.3336
H -5.5083 5.5467 2.6612
H -3.2022 6.1929 1.5376
H -4.2740 6.5667 0.0452
H -3.1860 4.4387 0.0972
C 0.8253 -8.5231 -0.8490
C 0.9282 -7.8318 0.5667
O 1.1191 -6.4547 0.2204
H 0.7748 -9.6110 -0.8043
H 1.7482 -8.3489 -1.4024
H 0.0013 -8.2639 -1.5137
H 1.6977 -8.2703 1.2021
H -0.0215 -7.9687 1.0838
H 1.9669 -6.0783 0.4678
C 7.8458 1.9713 -2.9142
C 6.6408 1.0309 -2.9381
O 5.8079 1.6147 -1.9549
H 7.4590 2.9679 -3.1272
H 8.5299 1.6957 -3.7168
H 8.3623 2.0495 -1.9575
H 7.0313 0.0671 -2.6116
H 6.1307 0.9245 -3.8955
H 5.0010 1.0947 -1.9575
C 5.4340 -1.6976 3.6676
C 4.9886 -1.4430 2.2156
O 4.1851 -2.5380 1.9065
H 6.0996 -2.5575 3.7422
H 4.5321 -1.8021 4.2708
H 6.0112 -0.8316 3.9913
H 5.8895 -1.3792 1.6054
H 4.3817 -0.5379 2.1922
H 3.3023 -2.2227 1.6995


12 unconnected molecules or ions with the total composition C22H68N12O12 at a distorted geometry. Source: OMol25; level of theory: ωB97M-V with the def2-TZVPD basis set.

Results
LUMO level	-0.0151	Eh
orbital gap	7.83	eV
charge	0
relative energy (zero: lowest compared OMol25 entry of this formula, charge and spin)	0.0	kcal/mol
max |F|	11.81	eV/A
spin multiplicity	1
highest occupied orbital energy	-8.25	eV
SMILES	NC(N)=O.NC(N)=O.NC(N)=O.NC(N)=O.NC(N)=O.NC(N)=O.CC(C)O.CC(C)O.CC(C)O.CC(C)O.CC(C)O.CO

Cartesian coordinates (Å):
C -0.3333 0.4130 0.2972
O -1.0153 1.4352 -0.3795
H 0.6544 0.1763 -0.1693
H -0.8760 -0.5159 0.1309
H -0.2622 0.6076 1.3634
H -1.6611 0.9461 -0.9188
C -2.0078 -3.6335 -1.9170
O -1.5861 -2.3947 -1.5211
N -2.5604 -4.4717 -1.1270
N -1.7166 -4.1749 -3.0524
H -2.3053 -4.2806 -0.1003
H -2.7513 -5.4448 -1.4198
H -1.2184 -3.5559 -3.6605
H -2.4506 -4.7582 -3.5635
C 2.5365 2.2167 1.3574
O 3.4718 2.7511 0.5657
N 1.4184 2.7823 1.6037
N 2.7077 1.1280 2.0388
H 0.8510 3.3249 0.9021
H 0.7327 2.5460 2.3797
H 3.5686 0.7031 1.7006
H 1.9717 0.6473 2.4600
C 0.6305 -2.6453 3.0873
O 0.4105 -1.3431 2.8100
N 0.6901 -3.1722 4.2482
N 0.8224 -3.5002 2.1264
H 0.5251 -2.4667 5.0108
H 0.9085 -4.1988 4.4988
H 0.9568 -3.0104 1.2439
H 1.0541 -4.5213 2.3130
C -1.1612 4.4533 0.8764
O -1.4225 5.7329 1.2058
N -1.7941 3.4809 1.4418
N -0.3689 4.0148 -0.0371
H -2.5945 3.7933 2.1471
H -1.7737 2.5029 1.1794
H 0.1643 4.7062 -0.5951
H -0.4273 3.1091 -0.4156
C -0.5238 0.3216 -3.3719
O -0.5156 1.4384 -4.2031
N 0.5406 -0.3499 -3.0671
N -1.6146 -0.0725 -2.8145
H 1.3895 0.1747 -3.3443
H 0.7547 -0.8622 -2.1490
H -2.3338 0.6462 -2.8442
H -1.5950 -0.9112 -2.2146
C -0.8238 1.7198 4.0659
O -2.0448 1.2613 3.6758
N 0.0096 1.1311 4.8973
N -0.3640 2.8774 3.6561
H -0.1406 0.1600 5.1355
H 0.9200 1.5203 5.0851
H -0.9462 3.3579 2.8684
H 0.4636 3.3802 4.1184
C 5.7131 -1.5341 2.2552
C 4.8620 -1.1749 1.0333
C 3.4195 -1.5356 1.1497
O 4.8940 -0.0002 0.5780
H 5.4422 -2.4508 2.7523
H 5.5952 -0.7012 2.9883
H 6.7560 -1.5585 1.9576
H 5.2175 -1.7887 0.2442
H 2.7888 -0.8945 0.5668
H 3.1851 -1.4361 2.2172
H 3.2111 -2.6130 1.1084
H 5.5674 -0.0066 -0.1541
C -4.4333 3.0120 -0.9746
C -4.2697 2.0500 -2.1417
C -5.3049 2.3494 -3.1776
O -3.1893 2.0979 -2.7281
H -5.4286 2.9149 -0.4523
H -4.3648 4.0496 -1.3051
H -3.5730 2.8587 -0.2851
H -4.4192 1.0121 -1.7739
H -6.2735 2.4270 -2.6795
H -5.3388 1.5649 -3.9133
H -5.1298 3.2879 -3.6314
H -2.9692 2.9818 -3.0593
C 2.7756 -2.7488 -1.9663
C 1.4889 -3.2048 -1.3951
C 1.5597 -4.5908 -0.6887
O 0.9211 -2.4104 -0.6191
H 2.6478 -1.8911 -2.6188
H 3.0205 -3.4411 -2.7659
H 3.5224 -2.4711 -1.2410
H 0.7984 -3.3075 -2.1764
H 2.3222 -4.6081 0.0986
H 1.9051 -5.3638 -1.3524
H 0.5492 -4.8457 -0.2943
H 0.0695 -2.2565 -1.0453
C 1.9714 2.6098 -2.2735
C 2.9579 1.9400 -3.2372
C 3.7928 0.9891 -2.4267
O 2.4268 1.3054 -4.1794
H 1.3579 3.3642 -2.6914
H 2.5952 3.0911 -1.5220
H 1.2712 1.9781 -1.7217
H 3.5750 2.7334 -3.7181
H 4.5589 0.5680 -3.0024
H 3.2358 0.1651 -2.0086
H 4.2268 1.4910 -1.6195
H 1.9524 2.0060 -4.7063
C -2.7878 -1.3458 1.8501
C -4.0191 -0.5248 2.1077
C -3.9843 0.8007 1.4188
O -5.1413 -1.0122 1.9600
H -2.7252 -2.2265 2.4770
H -1.8904 -0.7626 2.0795
H -2.7655 -1.6895 0.8515
H -4.0597 -0.3456 3.1660
H -4.6275 1.5596 1.9199
H -4.3502 0.7535 0.4472
H -2.9917 1.2580 1.4714
H -5.0823 -1.6543 1.2423